Density functional theory data (ωB97M-V with the def2-TZVPD basis set) for a cluster of 2 separate species, CH8N2OPS in total.

Geometry as XYZ:
```
14
Properties=species:S:1:pos:R:3:forces:R:3:mulliken_charge:R:1
C 1.7514 0.4222 1.4091 1.33 -0.85 -2.52 -0.472
N -2.6380 1.2486 -1.8587 0.19 1.10 -0.40 -0.439
N 1.7490 -1.0485 2.0501 2.86 2.62 2.29 -0.374
O -1.8303 -0.7512 -3.0892 0.43 -1.56 -1.71 -0.519
P -2.1427 -0.3177 -1.5575 0.15 -0.80 1.00 0.142
S 0.1353 0.9528 1.0531 -0.32 -0.06 0.05 0.045
H 2.4171 0.4477 0.4441 -1.16 -0.36 1.88 0.326
H 2.1769 1.0990 2.1297 0.43 0.01 0.48 0.340
H -2.3882 2.0387 -1.2593 -0.10 -0.71 0.01 0.255
H -2.5326 1.5479 -2.8199 -0.24 -0.09 -0.18 0.274
H 1.2233 -0.8011 2.8697 -0.33 -0.23 1.05 0.375
H 1.1450 -1.6635 1.6092 -1.06 -1.87 -1.85 0.313
H 2.6785 -1.4676 2.4297 -1.79 0.75 -1.35 0.380
H -1.7446 -1.7074 -3.4102 -0.40 2.07 1.24 0.354
```
Forces are in eV/Å.

Properties
- 2S+1: 3
- HOMO level (alpha / beta): -9.0 / -12.9 eV
- Net charge: +1
- LUMO (alpha / beta): -0.141 / -0.249 Ha
- Maximum force: 0.0875 Eh/bohr
- Electronic energy: -966.846328 Ha
- <S²>: 2.006

Density functional theory data (ωB97M-V with the def2-TZVPD basis set) for a cluster of 2 separate species, CH8N2S in total.

Geometry as XYZ:
```
12
Properties=species:S:1:pos:R:3:forces:R:3:mulliken_charge:R:1
S 2.3224 -0.4562 0.6389 0.46 0.07 0.38 -1.587
H 2.7344 -1.4404 1.5425 -0.15 0.18 -0.21 0.364
H 3.4154 0.2935 0.9414 -0.19 -0.15 -0.16 0.420
N -2.6238 1.0723 -0.9058 0.67 0.29 0.16 -0.549
C -1.5578 0.5871 -0.0313 -0.13 -0.64 0.94 -0.863
N -0.7794 -0.6107 -0.3597 -0.30 0.34 -0.73 -0.799
H -2.2617 1.4095 -1.7845 0.07 -0.08 -0.26 0.244
H -3.2437 0.3042 -1.0769 -0.40 -0.25 -0.28 0.268
H -0.8126 1.3496 0.1873 -0.21 0.26 -0.12 0.550
H -2.0729 0.3756 0.9103 0.10 0.07 0.08 0.285
H -1.2937 -1.2789 -0.9281 -0.15 0.10 0.18 0.230
H 0.0202 -0.3247 -0.9129 0.24 -0.19 0.02 0.437
```
Forces are in eV/Å.

Properties
- 2S+1: 2
- HOMO level (alpha / beta): 1.0 / -5.0 eV
- ΔE to the lowest compared entry with this formula, charge and spin: 32.9 kJ/mol
- Net charge: -1
- LUMO (alpha / beta): 0.135 / 0.132 Ha
- Maximum force: 0.0222 Eh/bohr
- Electronic energy: -550.528358 Ha
- <S²>: 0.751

Density functional theory data (ωB97M-V with the def2-TZVPD basis set) for a cluster of 2 separate species, CH8N2S2 in total.

Geometry as XYZ:
```
13
Properties=species:S:1:pos:R:3:forces:R:3:mulliken_charge:R:1
N -1.0210 0.5215 0.6975 0.71 -0.50 -0.29 -0.463
C -0.9717 0.9154 -0.7151 -0.39 0.37 0.31 -0.462
N -0.5050 -0.1479 -1.5663 -0.07 0.19 -0.14 -0.511
H -1.6776 -0.2360 0.8293 -0.04 0.18 0.25 0.178
H -1.1220 1.2476 1.3868 -0.29 0.19 -0.09 0.181
H -0.2809 1.7583 -0.8397 -0.17 -0.08 0.21 0.358
H -1.9692 1.2514 -1.0256 0.21 -0.08 -0.41 0.349
H -1.1026 -0.9603 -1.5219 -0.11 -0.08 0.01 0.257
H 0.4154 -0.4368 -1.2648 0.07 -0.10 -0.09 0.171
S 2.1304 -1.7621 0.4139 0.53 0.00 0.25 -0.216
S 2.2835 0.0838 1.4393 -0.01 -0.71 -0.66 -0.154
H 2.7143 -2.5346 1.3398 -0.08 0.01 0.05 0.158
H 1.1065 0.2997 0.8268 -0.36 0.62 0.59 0.153
```
Forces are in eV/Å.

Properties
- SMILES: NCN.SS
- 2S+1: 1
- HOMO level: -8.5 eV
- ΔE to the lowest compared entry with this formula, charge and spin: 40.7 kJ/mol
- Net charge: 0
- LUMO: 0.010 Ha
- Maximum force: 0.0189 Eh/bohr
- Electronic energy: -948.753973 Ha

Density functional theory data (ωB97M-V with the def2-TZVPD basis set) for a cluster of 2 separate species, CH8N3 in total.

Geometry as XYZ:
```
12
Properties=species:S:1:pos:R:3:forces:R:3:mulliken_charge:R:1
N 0.6843 -2.2417 -1.6113 1.52 -0.33 2.42 -0.623
H 0.9363 -2.1510 -2.5786 -1.10 -0.44 -0.17 0.200
H -0.6573 1.7608 -0.8736 -0.46 0.71 0.23 0.190
H 1.3755 -2.8103 -1.1189 0.34 0.50 -0.58 0.209
H -0.1432 -2.5822 -1.1441 -0.81 0.26 -1.62 0.214
N -0.5148 0.0730 1.3014 -0.49 0.09 0.26 -0.471
C -0.0273 1.3235 1.0131 2.16 3.77 1.02 -0.193
N -0.5030 2.1805 0.0380 -0.47 -1.51 -1.45 -0.402
H -0.8454 -0.0500 2.2484 0.16 -0.39 -0.14 0.179
H -0.1289 -0.7334 0.8358 0.14 0.04 0.18 0.248
H 0.5938 2.1040 1.6515 -1.06 -2.69 0.03 0.255
H -0.7699 3.1268 0.2382 0.05 -0.01 -0.18 0.195
```
Forces are in eV/Å.

Properties
- 2S+1: 2
- HOMO level (alpha / beta): -6.0 / -9.1 eV
- ΔE to the lowest compared entry with this formula, charge and spin: 87.8 kJ/mol
- Net charge: 0
- LUMO (alpha / beta): 0.038 / 0.037 Ha
- Maximum force: 0.0868 Eh/bohr
- Electronic energy: -207.059027 Ha
- <S²>: 0.753